Entry 1:
Below is a structure of composition C21H45GaNO8 in a non-equilibrium geometry, with properties calculated with ωB97M-V/def2-TZVPD.

Cartesian coordinates (Å):
C: 2.37 2.98 0.24
C: 1.25 2.97 -0.78
O: 1.61 1.93 -1.76
C: -0.11 2.71 -0.17
Ga: -0.95 4.23 0.92
C: 0.40 5.58 1.69
C: 1.24 6.42 0.72
C: 0.43 7.36 -0.18
N: 0.41 6.94 -1.59
C: -2.40 5.28 -0.11
C: -3.55 4.38 -0.55
C: -4.76 4.27 0.31
O: -3.84 3.21 0.19
H: 3.09 3.76 0.01
H: 2.02 3.17 1.25
H: 2.93 2.04 0.21
H: 1.25 3.91 -1.33
H: 1.31 2.26 -2.61
H: -0.77 2.32 -0.94
H: 0.04 1.88 0.54
H: -1.69 3.57 2.20
H: -0.16 6.27 2.33
H: 1.09 5.01 2.32
H: 1.92 7.05 1.30
H: 1.89 5.80 0.08
H: -0.57 7.49 0.22
H: 0.92 8.34 -0.15
H: -0.52 6.97 -1.97
H: 0.75 5.99 -1.68
H: -2.85 6.01 0.56
H: -2.04 5.76 -1.03
H: -3.73 4.33 -1.62
H: -5.61 4.26 -0.37
H: -4.73 4.80 1.25
O: 0.23 1.28 4.29
C: -0.60 0.46 4.04
O: -0.26 -0.85 4.19
C: -1.19 -1.92 4.08
C: -1.41 -2.33 2.64
C: -1.97 0.80 3.50
H: -2.13 -1.68 4.58
H: -0.74 -2.75 4.63
H: -1.84 -1.51 2.05
H: -2.08 -3.19 2.57
H: -0.46 -2.60 2.17
H: -1.90 0.96 2.42
H: -2.30 1.73 3.95
H: -2.72 0.04 3.71
O: -1.43 -5.34 0.73
C: -0.35 -5.82 0.90
O: -0.09 -6.41 2.09
C: 1.11 -7.14 2.35
C: 2.25 -6.24 2.76
C: 0.75 -5.71 -0.14
H: 1.37 -7.77 1.49
H: 0.86 -7.82 3.17
H: 2.52 -5.54 1.97
H: 3.14 -6.83 3.00
H: 1.97 -5.66 3.63
H: 1.21 -4.73 -0.04
H: 0.30 -5.79 -1.12
H: 1.52 -6.48 -0.07
O: 0.47 -6.45 -3.36
C: 0.92 -5.65 -4.13
O: 1.39 -4.49 -3.64
C: 2.08 -3.52 -4.42
C: 1.13 -2.59 -5.14
C: 0.88 -5.87 -5.63
H: 2.78 -4.00 -5.11
H: 2.68 -2.96 -3.71
H: 0.50 -3.12 -5.85
H: 1.69 -1.82 -5.68
H: 0.48 -2.10 -4.42
H: -0.11 -5.60 -5.99
H: 1.05 -6.93 -5.81
H: 1.63 -5.31 -6.18

Its charge is -1. The highest occupied orbital energy is -4.498 eV. Its LUMO energy is 1.97 eV. The gap between HOMO and LUMO comes out at 6.47 eV. Its molar mass is 509.31 g mol⁻¹.

---

Entry 2:
Below is a cluster of 2 separate species, C5H8N2S in total in a non-equilibrium geometry, with properties calculated with ωB97M-V/def2-TZVPD.

Cartesian coordinates (Å):
C: 1.51 -0.73 -0.08
C: -0.03 -0.36 -0.11
C: -0.96 -0.45 1.39
C: -0.51 1.26 0.09
C: -0.53 -0.84 -1.32
H: 1.19 -0.08 -2.77
H: 1.97 0.01 0.66
H: 1.73 -1.72 0.29
H: -1.90 -0.85 1.14
H: -0.38 -1.02 2.06
H: -1.57 1.67 1.70
H: 0.09 2.15 -0.13
H: -1.27 1.48 -0.66
N: -0.81 1.15 1.50
N: -1.14 -1.35 -2.20
S: 2.62 -0.32 -1.57

The highest occupied orbital energy is -9.236 eV. Its LUMO energy is -0.30 eV. The gap between HOMO and LUMO comes out at 8.93 eV. Its molar mass is 128.20 g mol⁻¹. For the relative energy (zero: lowest compared OMol25 entry of this formula, charge and spin), the calculation gives 5.529 eV.

---

Question: Which value of gap between HOMO and LUMO does entry 2 give?
Answer: 8.93 eV

---

Question: The lowest gap between HOMO and LUMO belongs to which entry?
Answer: C21H45GaNO8